Computed, not measured: a 7-piece molecular cluster, H14O7 overall, with ωB97M-V with the def2-TZVPD basis set.

Calculated values
**Orbital gap**: 10.57 eV
**F_max**: 0.7 eV/Å
**Structure (SMILES)**: O.O.O.O.O.O.O
**DFT total energy**: -14559.577 eV
**Charge**: 0

Atoms and positions in Å:
O -3.33 -0.07 0.11
H -2.65 0.35 0.63
H -3.35 -0.98 0.42
O 3.23 -1.80 -1.64
H 2.44 -1.27 -1.57
H 3.51 -1.71 -2.55
O -1.71 0.72 2.30
H -1.85 1.59 2.68
H -2.26 0.13 2.82
O 0.73 -2.99 0.51
H 0.95 -2.06 0.45
H -0.03 -3.09 -0.06
O -0.85 2.63 0.28
H -0.03 2.48 -0.19
H -0.79 2.07 1.05
O -0.05 -0.37 -0.31
H 0.36 0.37 -0.76
H -0.77 0.04 0.18
O 2.00 1.02 -1.65
H 2.47 1.00 -0.81
H 1.99 1.95 -1.90